# 1
Below is 3 unconnected molecules or ions with the total composition C4H14O3S, with properties calculated with ωB97M-V/def2-TZVPD.

For the HOMO energy, the calculation gives -9.005 eV. Its spin multiplicity is 1. The value obtained for the calculated total energy is -21352.546 eV. The structure (SMILES) is OCCCCS.O.O. The value obtained for the relative energy (zero: lowest compared OMol25 entry of this formula, charge and spin) is 29.6 kJ/mol.

```
22
Properties=species:S:1:pos:R:3:lowdin_charge:R:1
C 0.57186 0.80392 2.14845 -0.225
O 1.89792 1.24277 1.80081 -0.087
C -0.25664 0.47448 0.91266 -0.202
C -0.91439 -0.88934 0.85147 -0.281
C -1.42806 -1.14030 -0.54332 -0.576
S -1.44818 -2.87002 -1.13607 0.690
H 0.67043 -0.06581 2.78944 0.114
H 0.09935 1.59633 2.70961 0.117
H 2.27948 0.52548 1.28830 0.094
H 0.43527 0.43584 0.06356 0.082
H -0.94828 1.27502 0.65691 0.129
H -1.73771 -0.99482 1.55550 0.111
H -0.27842 -1.71524 1.17754 0.103
H -2.45541 -0.81753 -0.68255 0.067
H -0.80238 -0.58666 -1.22923 0.037
H -0.14994 -2.91023 -1.42458 -0.156
H 1.01876 1.86570 -1.68007 -0.001
H 0.08037 1.29750 -2.77064 0.048
O 0.74589 1.05156 -2.12278 -0.067
H 1.34538 2.50938 0.36768 0.003
H 2.42885 3.36858 -0.30190 0.056
O 1.47664 3.22644 -0.27643 -0.057
```

=====

# 2
Below is 2 unconnected molecules or ions with the total composition CH4FNO, with properties calculated with ωB97M-V/def2-TZVPD.

For the HOMO energy (alpha / beta), the calculation gives -9.078 / -7.609 eV. Its spin multiplicity is 1. The value obtained for the calculated total energy is -7353.077 eV. The value obtained for the relative energy (zero: lowest compared OMol25 entry of this formula, charge and spin) is 346.9 kJ/mol.

```
8
Properties=species:S:1:pos:R:3:lowdin_charge:R:1
C -0.83747 -0.16972 0.46411 -0.251
N 0.79040 -0.27904 -1.40414 -0.017
O 0.03287 -0.15319 1.41258 0.080
F -1.37151 1.04584 0.18387 0.033
H -1.42582 -1.01030 0.11700 0.136
H 1.24207 0.61271 -1.43468 -0.073
H 1.30042 -0.86438 -0.76625 -0.073
H 0.26904 0.81809 1.42751 0.164
```

=====

# 3
Below is a molecular structure, C14H33F6NNiO17S6, with properties calculated with ωB97M-V/def2-TZVPD.

For the HOMO energy (alpha / beta), the calculation gives -9.052 / -8.882 eV. Its spin multiplicity is 3. The value obtained for the calculated total energy is -173708.096 eV. The value obtained for the relative energy (zero: lowest compared OMol25 entry of this formula, charge and spin) is 0.0 kJ/mol.

```
78
Properties=species:S:1:pos:R:3:mulliken_spin:R:1
Ni 0.27852 -0.54882 -0.12144 1.805
C -2.95904 2.19498 -1.03455 0.001
F -2.26882 3.31891 -0.92130 0.000
F -3.31662 1.77207 0.16624 0.000
F -4.05434 2.45150 -1.73902 0.000
S -2.05159 0.82785 -1.93976 -0.006
O -2.59391 -0.39295 -1.43796 0.002
O -2.31674 1.07737 -3.31400 0.002
N -0.43780 0.87480 -1.39522 0.035
S 0.37783 1.93346 -2.32015 -0.001
O -0.43219 2.94900 -2.90613 0.002
O 1.53570 2.41948 -1.62294 0.000
C 1.00812 0.95204 -3.76555 0.002
F 1.75161 1.79379 -4.50426 0.000
F 1.82221 -0.01856 -3.32385 0.001
F 0.03386 0.43408 -4.49931 0.000
O 0.73352 -2.05372 0.96491 0.105
H 1.44998 -1.94647 1.59611 -0.007
O -1.56424 -0.32671 1.11333 0.002
S -2.12796 -0.52809 2.40310 0.006
O -2.62282 0.59242 3.12521 0.003
O -3.25499 -1.61462 2.24576 0.000
C -4.55461 -1.39460 2.87290 0.000
C -4.59735 -2.14816 4.17879 0.000
C -0.99227 -1.40151 3.42888 0.000
H -5.29255 -1.73132 2.14864 0.000
H -4.69868 -0.32469 3.01098 0.000
H -5.62532 -2.23315 4.52838 0.000
H -3.97790 -1.64102 4.92044 0.000
H -4.16731 -3.14538 4.08155 0.000
H -0.91191 -2.41357 3.04312 0.000
H -1.34233 -1.34718 4.45556 0.000
H -0.01479 -0.93092 3.34438 0.000
O -0.04510 -4.55805 -1.11626 0.001
S -0.87719 -3.45387 -1.42229 0.005
O -0.34869 -2.13345 -1.54583 0.020
O -1.54357 -3.82731 -2.81676 0.003
C -2.33063 -2.82286 -3.45928 0.001
C -2.35467 -3.10890 -4.94497 0.000
C -2.24662 -3.41871 -0.32459 -0.001
H -1.91891 -1.83034 -3.30096 -0.001
H -3.37243 -2.74810 -3.12602 0.000
H -1.34736 -3.52701 -5.13526 0.000
H -2.38040 -2.27072 -5.63243 0.000
H -2.93129 -3.97889 -5.26100 0.000
H -1.81922 -3.10668 0.62423 0.001
H -2.61370 -4.44140 -0.28641 0.000
H -3.00975 -2.73701 -0.68618 0.000
O 1.97575 1.19599 3.58597 0.002
S 1.57410 1.74059 2.33159 0.004
O 1.09336 0.82056 1.34375 -0.021
O 0.56264 2.88622 2.64560 0.000
C -0.41710 3.26505 1.61393 0.000
C -1.11755 4.47305 2.18841 0.000
C 2.93416 2.64087 1.64728 0.001
H -1.08912 2.41602 1.55771 0.000
H 0.07140 3.51090 0.67280 0.000
H -1.77082 4.19545 3.01348 0.000
H -1.70985 4.95740 1.41644 0.000
H -0.37087 5.17632 2.55721 0.000
H 2.49747 3.20417 0.81934 0.000
H 3.69024 1.94570 1.30201 0.000
H 3.27737 3.33088 2.41159 0.000
O 2.27205 -0.33356 -0.74036 0.020
S 3.66889 -0.55926 -0.87994 0.006
O 4.18958 -1.15405 -2.04555 0.002
O 4.34969 0.85937 -0.64773 0.002
C 5.63539 1.05511 -1.25469 0.000
C 6.34516 2.14332 -0.46441 0.000
C 4.22654 -1.41207 0.56572 0.001
H 5.53076 1.38904 -2.28958 0.000
H 6.26869 0.17221 -1.36395 0.000
H 7.42634 2.09518 -0.60464 0.000
H 6.13845 2.11640 0.60598 0.000
H 6.05902 3.14604 -0.78929 0.000
H 4.08096 -2.47516 0.38035 0.000
H 3.63711 -1.05586 1.40423 0.000
H 5.29443 -1.23290 0.66791 0.000
```

=====

# 4
Below is a molecular structure, C9H12NO, with properties calculated with ωB97M-V/def2-TZVPD.

For the HOMO energy (alpha / beta), the calculation gives -9.593 / -14.107 eV. Its spin multiplicity is 3. The value obtained for the calculated total energy is -13051.434 eV. The net charge is +1.

```
23
Properties=species:S:1:pos:R:3:mulliken_spin:R:1
C -3.54186 -0.31402 0.23648 0.261
C -3.39788 1.04435 0.16196 0.019
C -2.39936 -1.18532 0.23433 -0.006
C -2.08388 1.56854 0.15544 0.136
C -1.11173 -0.66131 0.24394 -0.048
C -1.00417 0.71363 0.18951 0.237
C 0.18472 -1.37710 0.06685 0.965
C 1.92584 0.15341 -1.21810 0.019
C 1.98762 0.64255 1.14844 0.006
N 1.25924 0.26730 0.03331 0.174
O 0.20125 1.24070 -0.08107 0.203
H -4.53581 -0.79321 0.05427 -0.001
H -4.34739 1.62197 -0.02237 0.005
H -2.64976 -2.18650 0.25509 0.011
H -1.72686 2.58165 0.20603 0.003
H 0.42959 -1.82866 1.02069 0.019
H 0.45612 -1.93488 -0.82492 0.011
H 1.06631 0.24279 -1.91125 -0.001
H 2.51315 1.02671 -1.48265 0.002
H 2.37032 -0.86212 -1.29971 -0.020
H 2.45637 1.63011 1.11496 0.004
H 1.27640 0.58046 2.01196 0.004
H 2.81730 0.02563 1.14044 -0.003
```

=====

Values of maximum force, in order: 0.026, 0.085, 0.054, 0.075, all in hartree/bohr.